(1)
{
  "formula": "C22H19N3O3",
  "method": "wB97M-V/def2-TZVPD",
  "homo_lumo_gap_ev": 8.17,
  "smiles": "Cc1ccc(OC(=O)COc2ccccc2C)c(-n2nc3ccccc3n2)c1",
  "lumo_energy_ev": -0.22,
  "e_tot_ha": -1239.71700,
  "homo_energy_ev": -8.388,
  "e_above_lowest_kcal_mol": 39.1,
  "symbols": ["C", "C", "C", "C", "C", "C", "C", "H", "H", "O", "C", "O", "C", "O", "C", "C", "C", "C", "C", "C", "C", "H", "H", "H", "H", "H", "H", "H", "H", "H", "N", "N", "C", "C", "C", "C", "C", "C", "N", "H", "H", "H", "H", "H", "H", "H", "H"],
  "positions_angstrom": [[5.189, -2.160, 0.656], [3.993, -1.350, 0.267], [2.749, -1.946, 0.135], [1.628, -1.199, -0.207], [1.756, 0.172, -0.444], [2.996, 0.774, -0.299], [4.099, 0.022, 0.060], [5.057, 0.506, 0.169], [3.076, 1.835, -0.475], [0.673, 0.957, -0.794], [-0.051, 0.579, -1.862], [0.334, -0.184, -2.707], [-1.370, 1.338, -1.958], [-1.896, 1.749, -0.732], [-1.285, 2.751, -0.022], [-0.381, 3.662, -0.547], [0.138, 4.665, 0.255], [-0.238, 4.764, 1.580], [-1.137, 3.849, 2.105], [-1.668, 2.839, 1.324], [-2.631, 1.832, 1.871], [-2.715, 1.921, 2.951], [-2.300, 0.828, 1.611], [-3.616, 1.975, 1.427], [-1.427, 3.917, 3.144], [0.168, 5.545, 2.205], [0.841, 5.369, -0.166], [-0.064, 3.600, -1.577], [-1.234, 2.172, -2.662], [-2.106, 0.652, -2.387], [0.394, -1.843, -0.290], [-0.737, -1.182, -0.342], [-1.675, -2.133, -0.397], [-3.071, -2.056, -0.465], [-3.754, -3.241, -0.508], [-3.094, -4.489, -0.481], [-1.731, -4.591, -0.411], [-1.003, -3.395, -0.367], [0.310, -3.150, -0.294], [-1.223, -5.542, -0.390], [-3.694, -5.386, -0.519], [-4.833, -3.234, -0.563], [-3.565, -1.098, -0.482], [2.619, -3.004, 0.297], [5.062, -3.200, 0.369], [5.329, -2.121, 1.736], [6.089, -1.770, 0.187]]
}


(2)
{
  "formula": "C22H19N3OSSn",
  "method": "wB97M-V/def2-TZVPD",
  "homo_lumo_gap_ev": 7.74,
  "lumo_energy_ev": -6.84,
  "charge": 2,
  "e_tot_ha": -1701.24066,
  "homo_energy_ev": -14.583,
  "e_above_lowest_kcal_mol": 15.2,
  "symbols": ["Sn", "N", "C", "C", "C", "C", "C", "N", "C", "C", "C", "C", "C", "N", "H", "H", "H", "H", "H", "H", "H", "H", "H", "O", "S", "C", "C", "C", "C", "C", "C", "C", "C", "C", "C", "C", "C", "H", "H", "H", "H", "H", "H", "H", "H", "H", "H"],
  "positions_angstrom": [[-0.080, 1.118, 0.196], [2.658, 0.166, 2.451], [3.070, 0.180, 1.132], [4.437, 0.013, 0.875], [4.884, 0.007, -0.425], [3.966, 0.162, -1.466], [2.652, 0.344, -1.133], [2.197, 0.363, 0.141], [1.416, 0.099, 3.041], [1.375, -0.094, 4.429], [0.167, -0.221, 5.068], [-1.008, -0.178, 4.314], [-0.897, 0.036, 2.970], [0.287, 0.201, 2.325], [3.419, 0.038, 3.098], [5.131, -0.109, 1.696], [5.938, -0.114, -0.636], [4.280, 0.148, -2.499], [1.902, 0.494, -1.903], [2.298, -0.148, 4.992], [0.129, -0.360, 6.140], [-1.981, -0.298, 4.767], [-1.780, 0.082, 2.347], [-1.904, 0.025, -0.157], [-3.113, -0.968, -0.136], [-4.099, -0.509, -1.548], [-4.475, -1.539, -2.400], [-5.266, -1.237, -3.499], [-5.660, 0.071, -3.737], [-5.256, 1.094, -2.884], [-4.472, 0.808, -1.781], [-4.126, -0.405, 1.232], [-4.123, 0.914, 1.663], [-4.962, 1.289, 2.700], [-5.784, 0.345, 3.305], [-5.760, -0.977, 2.882], [-4.925, -1.361, 1.843], [-4.159, -2.557, -2.211], [-5.570, -2.031, -4.168], [-6.286, 0.296, -4.590], [-5.557, 2.116, -3.068], [-4.151, 1.602, -1.122], [-3.461, 1.641, 1.209], [-4.980, 2.321, 3.021], [-6.440, 0.640, 4.113], [-6.390, -1.713, 3.362], [-4.904, -2.394, 1.516]]
}


(3)
{
  "formula": "C22H20AlBrN",
  "method": "wB97M-V/def2-TZVPD",
  "homo_lumo_gap_ev": 4.45,
  "lumo_energy_ev": 1.99,
  "charge": -1,
  "e_tot_ha": -3721.57864,
  "homo_energy_ev": -2.465,
  "e_above_lowest_kcal_mol": 0.0,
  "symbols": ["C", "C", "C", "H", "C", "C", "H", "H", "H", "H", "Al", "Br", "C", "C", "C", "H", "C", "C", "H", "H", "H", "H", "C", "C", "C", "C", "C", "C", "N", "C", "C", "C", "C", "C", "C", "H", "H", "H", "H", "H", "H", "H", "H", "H", "H"],
  "positions_angstrom": [[1.984, -0.024, 1.061], [1.040, 0.657, 1.867], [0.046, -0.275, 2.258], [1.068, 1.701, 2.132], [0.352, -1.514, 1.663], [1.539, -1.357, 0.906], [2.013, -2.117, 0.306], [2.856, 0.410, 0.605], [-0.821, -0.057, 2.858], [-0.241, -2.411, 1.726], [0.000, 0.000, 0.000], [0.933, 0.991, -1.801], [1.881, -0.154, -5.355], [2.581, -1.325, -5.003], [3.814, -0.943, -4.437], [2.233, -2.343, -5.144], [3.875, 0.465, -4.438], [2.681, 0.953, -5.006], [2.423, 1.997, -5.149], [0.899, -0.111, -5.813], [4.580, -1.614, -4.065], [4.698, 1.068, -4.068], [-5.140, -1.487, 1.293], [-3.963, -2.078, 0.861], [-2.808, -1.310, 0.702], [-2.780, 0.092, 0.986], [-4.019, 0.660, 1.393], [-5.170, -0.121, 1.552], [-1.562, 0.901, 0.819], [-1.501, 2.278, 1.237], [-0.871, 3.256, 0.446], [-0.821, 4.589, 0.868], [-1.381, 4.962, 2.091], [-1.986, 4.002, 2.899], [-2.043, 2.673, 2.480], [-6.031, -2.090, 1.415], [-3.937, -3.139, 0.644], [-1.955, -1.858, 0.353], [-4.134, 1.713, 1.586], [-6.096, 0.337, 1.873], [-0.442, 3.005, -0.508], [-0.350, 5.336, 0.242], [-1.341, 5.993, 2.416], [-2.411, 4.284, 3.854], [-2.501, 1.948, 3.141]]
}


(4)
{
  "formula": "C22H20BF4HfN2O10S2",
  "method": "wB97M-V/def2-TZVPD",
  "homo_lumo_gap_ev": 7.69,
  "lumo_energy_ev": 2.37,
  "charge": -1,
  "e_tot_ha": -2981.56226,
  "homo_energy_ev": -5.320,
  "e_above_lowest_kcal_mol": 6.1,
  "symbols": ["Hf", "C", "O", "C", "C", "C", "C", "C", "C", "N", "N", "C", "O", "C", "C", "C", "C", "C", "C", "C", "O", "H", "H", "H", "H", "H", "H", "H", "H", "H", "H", "H", "H", "O", "S", "O", "O", "C", "C", "C", "C", "C", "C", "S", "O", "O", "O", "H", "H", "H", "H", "C", "O", "H", "H", "H", "H", "F", "B", "F", "F", "F"],
  "positions_angstrom": [[0.029, 0.067, -0.378], [4.129, -0.320, -1.918], [3.801, -0.844, -3.207], [2.664, -1.559, -3.423], [2.633, -2.253, -4.617], [1.532, -3.020, -5.002], [0.447, -3.098, -4.168], [0.437, -2.388, -2.957], [-0.690, -2.554, -2.087], [-0.940, -1.883, -1.017], [-2.024, -2.357, -0.289], [-2.213, -1.588, 0.732], [-1.472, -0.550, 0.979], [-3.338, -1.878, 1.651], [-3.426, -1.201, 2.863], [-4.476, -1.460, 3.730], [-5.447, -2.391, 3.391], [-5.363, -3.066, 2.179], [-4.313, -2.812, 1.312], [1.537, -1.598, -2.559], [1.524, -0.939, -1.427], [5.170, -0.010, -2.005], [3.509, 0.537, -1.663], [4.033, -1.074, -1.139], [3.505, -2.179, -5.255], [1.546, -3.550, -5.946], [-0.417, -3.696, -4.432], [-1.396, -3.343, -2.340], [-2.662, -0.476, 3.109], [-4.538, -0.931, 4.673], [-6.270, -2.589, 4.067], [-6.123, -3.789, 1.908], [-4.233, -3.323, 0.363], [-0.295, 0.615, -2.536], [0.471, 1.883, -2.622], [1.362, 2.015, -3.731], [1.101, 2.015, -1.294], [-0.812, 3.108, -2.904], [-0.512, 4.083, -3.847], [-1.466, 5.009, -4.236], [-2.738, 4.953, -3.688], [-3.039, 3.988, -2.741], [-2.088, 3.062, -2.339], [-2.579, 1.939, -1.020], [-3.638, 2.631, -0.334], [-2.880, 0.633, -1.546], [-1.323, 1.901, -0.214], [0.475, 4.086, -4.287], [-1.211, 5.760, -4.972], [-3.497, 5.664, -3.987], [-4.015, 3.952, -2.276], [0.816, 2.587, 1.909], [0.000, 1.417, 1.814], [0.481, 3.208, 2.742], [0.789, 3.164, 0.983], [1.831, 2.252, 2.098], [-0.907, 1.704, 1.632], [2.183, -0.605, 2.866], [2.160, -0.922, 1.538], [0.966, -1.608, 1.168], [3.285, -1.571, 1.113], [1.985, 0.326, 0.744]]
}